# 1
C7H28N14O7 | the ωB97M-V functional and the def2-TZVPD basis

The charge is 0. Its SMILES is NC(N)=O.NC(N)=O.NC(N)=O.NC(N)=O.NC(N)=O.NC(N)=O.NC(N)=O. The energy is -1576.80810 a.u.

Cartesian coordinates (Å):
C 1.065042 -0.894312 -0.280892
O 1.494302 -2.016962 -0.126392
N 0.660482 -0.482452 -1.456802
N 1.243752 0.129228 0.473527
H 0.300092 -1.229022 -2.033722
H 0.489942 0.505118 -1.582212
H 1.591002 -0.038942 1.406918
H 0.892952 1.034888 0.196337
C -3.895608 7.795218 -2.782332
O -4.410198 8.702158 -3.350372
N -2.871008 7.141418 -3.073792
N -4.232168 7.309428 -1.578322
H -2.564518 6.341958 -2.538052
H -2.363968 7.371098 -3.916562
H -3.584318 6.685848 -1.118393
H -5.113128 7.581588 -1.166092
C -6.558668 2.066868 -2.028222
O -6.798828 2.602138 -0.987912
N -5.722138 1.057488 -2.199292
N -7.085468 2.361558 -3.193492
H -5.193438 0.730128 -1.403422
H -5.798688 0.576188 -3.083932
H -6.769118 1.966308 -4.067452
H -7.448028 3.289018 -3.024813
C 4.578452 -1.168252 6.415198
O 3.775492 -1.770722 7.104508
N 4.951422 0.010018 6.648088
N 4.897332 -1.531652 5.251438
H 4.468612 0.533878 7.364028
H 5.653702 0.461788 6.079918
H 5.818542 -1.281282 4.921608
H 4.664542 -2.506352 5.125518
C -1.681258 -5.879072 -5.708432
O -2.775788 -6.182712 -5.311193
N -1.394878 -4.912242 -6.440542
N -0.657878 -6.478912 -5.390303
H -2.126698 -4.416712 -6.929422
H -0.410718 -4.746822 -6.596003
H -0.723818 -7.403502 -4.989182
H 0.136032 -6.283622 -5.983312
C -1.557098 4.726228 3.245948
O -1.270548 4.679688 2.018078
N -2.718918 4.771838 3.762538
N -0.734518 4.715188 4.247478
H -3.464278 4.931038 3.099818
H -2.932228 4.826038 4.748278
H 0.274902 4.749368 4.245627
H -1.171628 4.517888 5.136368
C 7.264072 -6.576662 0.926827
O 7.633342 -5.854912 0.045597
N 6.062072 -6.624992 1.304608
N 8.011472 -7.394812 1.629048
H 5.976382 -7.217142 2.118308
H 5.375932 -5.972142 0.953758
H 7.783962 -7.766782 2.540067
H 8.965712 -7.539612 1.331448

Cartesian forces, eV/Å:
2.0764 -2.0080 -1.6904
-0.4389 -1.4448 1.2549
-1.9492 0.1437 -3.5070
0.6920 3.1235 4.5606
0.0115 0.6808 -0.4430
-0.4658 -0.6314 -0.6419
-0.0633 0.4079 -0.1703
0.1269 -0.2611 0.6653
-2.8928 1.1523 3.2705
-1.3717 1.9267 -1.7224
7.3939 -3.3890 -4.5525
-2.6787 -0.0486 2.9112
0.0132 0.3517 -0.5699
0.0022 -0.1616 0.1700
-0.8548 0.3204 0.3620
0.3972 -0.1776 0.1635
1.0333 -1.6586 0.2444
-0.3884 1.3632 1.7522
2.0960 -2.2159 0.5799
-2.4238 2.3572 -1.4729
-0.2068 -0.3554 -0.4341
0.6538 -0.3868 0.6921
-0.1564 0.7774 0.2358
-0.5961 0.1326 -1.5846
-4.2909 -1.7237 3.2466
-0.5637 -0.8794 1.0495
2.3639 6.9698 2.7252
2.4010 -4.2617 -6.4703
0.4943 -0.1283 -0.0088
-0.4501 0.1707 0.2551
-0.1642 -0.0612 -0.3317
0.2108 -0.0795 -0.4786
-6.5218 -0.8398 1.7248
-2.8804 -0.4880 0.5127
0.6979 7.0638 -5.3243
8.6285 -6.0657 2.7732
0.4445 0.1244 0.1783
-0.6959 0.7380 -0.5469
0.0547 0.3066 0.0669
0.2756 -0.8317 0.6160
3.1459 -0.3202 -4.9392
-0.6370 0.3468 2.1794
-7.1825 0.3386 -0.1571
4.3892 -0.2937 3.6075
-0.2195 -0.2487 0.3779
0.0575 0.1593 -0.5470
-0.3896 -0.1793 -0.5464
0.8313 0.1748 -0.0353
2.2267 1.4290 -1.6779
1.5319 1.1761 -2.1088
-5.9660 -0.5104 2.3608
3.9010 -2.6141 1.5717
-1.5039 0.4506 -0.2393
0.0971 -0.2884 0.3653
-0.0736 0.1542 -0.3960
-0.2221 0.2124 0.1230

---

# 2
C3HFOSc | the ωB97M-V functional and the def2-TZVPD basis

The charge is +1. The energy is -1050.29151 a.u.

Cartesian coordinates (Å):
O -2.816009 1.069152 0.321746
C -1.843370 0.439753 0.020496
C -1.044226 -0.450040 -0.503252
C 0.069882 -0.615020 0.227387
H -0.188532 -1.810314 -0.006670
F 3.727365 1.125590 -0.044141
Sc 2.094891 0.240882 -0.015567

Cartesian forces, eV/Å:
4.2692 -2.5139 -0.6423
-7.5049 4.4639 0.3081
1.3003 0.9272 0.7027
0.1836 -3.7643 -1.8061
2.0096 1.2265 1.3794
-0.8756 -0.3575 0.2324
0.6178 0.0181 -0.1743

---

# 3
C4H7NO2 | the ωB97M-V functional and the def2-TZVPD basis

The charge is 0. Its SMILES is [H]/N=C1/CO[C@H](C)O1. The energy is -361.82576 a.u.

Cartesian coordinates (Å):
C 0.610233 -0.218340 -1.650537
C 0.862987 -0.550335 -0.123294
O 1.198482 0.558998 0.665531
C -0.056127 1.097862 1.060271
C -0.951703 -0.120244 1.128134
N -2.109395 -0.149441 1.622350
O -0.265982 -1.139710 0.526596
H 0.670860 -1.078603 -2.345670
H 1.369430 0.490707 -2.006228
H -0.366157 0.234168 -1.796825
H 1.653149 -1.244242 -0.261799
H -0.430392 1.789816 0.295863
H 0.023364 1.623773 2.015014
H -2.555765 -1.063004 1.536421

Cartesian forces, eV/Å:
-0.3813 0.3775 0.4017
-0.4230 0.4296 -2.0699
0.0681 -0.1373 -0.2640
-0.0781 0.0933 -0.0433
-0.2431 0.1354 0.0455
0.4007 -0.1725 -0.0992
-0.1252 0.0414 -0.2849
-0.0569 0.0924 0.8439
-0.0988 -0.0932 0.3451
-0.1713 0.1581 -0.0623
0.9345 -0.7783 1.3118
-0.0546 -0.0021 0.1238
0.0767 -0.2160 -0.1849
0.1522 0.0718 -0.0634

---

# 4
C6H17N2 | the ωB97M-V functional and the def2-TZVPD basis

The charge is 0. As for the expectation value of S²: 0.75. The spin multiplicity is 2. The energy is -348.21983 a.u.

Cartesian coordinates (Å):
C 1.212722 1.313055 -2.647674
C 0.191923 1.124865 -1.514755
C 0.478590 -0.027977 -0.639587
C 0.344933 0.070639 0.839166
C -1.097199 0.359961 1.319604
N -1.242418 0.465346 2.725517
C -1.863905 -0.589022 3.492576
N 1.760868 -2.077866 -3.048025
H 1.026390 2.290986 -3.091337
H 1.103993 0.577637 -3.439160
H 2.232638 1.191299 -2.292819
H -0.733734 0.854211 -2.048739
H 0.507372 -1.058616 -0.954823
H 0.019707 2.037295 -0.953469
H 1.022276 0.830131 1.261137
H 0.708001 -0.825264 1.356070
H -1.400918 1.267734 0.769659
H -1.774941 -0.388980 0.892336
H -0.574803 1.009420 3.241920
H -1.558998 -1.597070 3.179013
H -2.948062 -0.524997 3.389559
H -1.551143 -0.463774 4.525143
H 0.947113 -2.401912 -3.557943
H 2.377985 -2.876155 -2.977708
H 1.446214 -1.769834 -2.140604

Cartesian forces, eV/Å:
-0.0988 0.2327 0.0416
-0.2239 -1.1734 -1.1140
0.0598 -0.1692 1.4886
0.4763 -0.1371 0.6713
0.3538 0.4279 -1.2948
-0.4214 0.1858 0.6361
0.2581 0.0255 -0.4425
-0.0950 -0.1137 -0.5759
0.4000 0.0801 -0.0676
-0.1824 -0.1960 0.0420
0.1373 0.3980 0.0591
-0.2577 0.4846 0.1977
-0.1706 0.1657 -0.5800
0.1028 0.0734 0.1382
-0.2992 0.3646 -0.2011
-0.1952 -0.2504 -0.2987
-0.0705 0.0988 0.4377
0.1037 -0.2073 0.4393
0.1846 -0.0331 -0.3365
0.0587 0.0353 -0.0177
-0.1247 -0.1320 0.3014
-0.3105 -0.0808 0.1813
-0.0369 0.0808 0.0043
0.0452 0.0626 0.2943
0.3069 -0.2226 -0.0042

---

# 5
C4H11N2 | the ωB97M-V functional and the def2-TZVPD basis

The charge is +1. The energy is -268.07536 a.u.

Cartesian coordinates (Å):
C -1.474644 -0.304080 -0.729245
C 1.608154 -0.196748 0.116285
C -0.919930 -1.610582 -0.808607
C 0.732798 1.056079 -0.250214
N -0.997995 1.093611 1.379902
N -0.613096 0.917388 0.121709
H -2.014863 1.107498 1.550862
H -1.719095 0.175233 -1.746545
H -2.377877 -0.288574 -0.238547
H 1.299551 -0.997973 -0.342638
H 2.616301 -0.185041 -0.075168
H 1.646230 -0.195275 1.188718
H -0.596455 -2.074812 -1.765263
H -0.756206 -2.068964 0.082576
H 0.925769 1.239576 -1.357914
H 1.233570 1.948582 0.177083
H -0.308931 0.689989 2.126272

Cartesian forces, eV/Å:
0.4338 2.4686 -3.3362
-0.5471 4.8891 2.9858
0.4923 0.9655 -2.4669
4.0851 0.0698 -1.5148
2.1295 -1.1762 0.8424
-2.5368 -1.4094 -0.5991
0.9064 -0.2698 -0.0588
0.8284 -0.6120 1.5146
-1.9397 0.1385 1.6718
-2.1791 -4.5137 -1.9659
2.5029 1.0687 -1.1254
-0.4816 -0.9144 0.7908
-0.1896 0.5098 0.9283
0.4711 -1.7966 2.2618
-1.3181 -0.3551 1.1061
-0.8167 -0.3979 0.3320
-1.8409 1.3351 -1.3666

---

# 6
C4H10NS | the ωB97M-V functional and the def2-TZVPD basis

The charge is -1. The energy is -611.35802 a.u.

Cartesian coordinates (Å):
C -1.763016 0.154291 1.802483
C -2.009688 -1.104409 1.401957
N -1.788721 -1.622355 0.164404
H -1.270680 0.854696 1.144313
H -2.032863 0.428807 2.815997
H -2.424468 -1.808508 2.120112
H -1.234712 -1.093098 -0.553129
H -2.107614 -2.552647 -0.024452
C 2.322376 1.456502 -1.256687
C 1.481868 0.247190 -0.874308
S -0.082697 0.129064 -1.781124
H 1.777355 2.368206 -1.004623
H 2.460524 1.483529 -2.340528
H 3.303118 1.413931 -0.771743
H 1.293316 0.300508 0.202155
H 2.075899 -0.655702 -1.044833

Cartesian forces, eV/Å:
0.0221 -0.2985 0.2760
-0.0571 0.1268 -0.0711
0.0655 -0.0520 0.0366
-0.1140 0.1687 -0.0459
0.1858 0.0762 -0.0842
-0.1930 0.0246 -0.0195
-0.2313 -0.1865 0.2471
0.1606 -0.0273 -0.0482
-0.2319 -0.0687 -0.3278
0.0738 -0.1371 0.0891
0.0656 0.2612 -0.3853
0.1772 0.0768 0.1554
0.0950 -0.0664 0.0038
0.0223 0.2396 0.0753
-0.0539 -0.0926 0.0761
0.0134 -0.0448 0.0224

---

# 7
C49H42LiN5O2P2 | the ωB97M-V functional and the def2-TZVPD basis

The charge is 0. The energy is -3007.06299 a.u.

Cartesian coordinates (Å):
Li -0.185209 1.340220 -0.022272
C -3.528282 -0.786511 1.578771
C -2.978494 0.177815 0.558401
O -1.821373 0.104062 0.165695
N -3.826113 1.133199 0.115584
C -3.420402 2.111150 -0.884753
C -2.691013 3.294669 -0.300090
C -3.266259 4.557288 -0.281961
C -2.551013 5.612516 0.263889
C -1.289599 5.369394 0.776330
C -0.787971 4.077891 0.713562
N -1.469019 3.059613 0.185720
H -3.204894 -1.794380 1.320351
H -4.614785 -0.751886 1.642750
H -3.099159 -0.551732 2.554839
H -4.740789 1.209630 0.523883
H -4.304531 2.437716 -1.429138
H -2.749633 1.609033 -1.579610
H -4.254124 4.709772 -0.696780
H -2.973898 6.608765 0.282298
H -0.695390 6.162420 1.208013
H 0.206087 3.835492 1.068798
C 0.516300 -5.694901 0.148527
C -0.543422 -4.581914 0.065881
C -1.950039 -5.205756 0.012725
C -0.437057 -3.694751 1.295180
C -0.708321 -4.223165 2.553426
C -0.611425 -3.452376 3.694812
C -0.230014 -2.123713 3.593085
C 0.059309 -1.554403 2.360499
P 0.525649 0.220911 2.148227
C -0.023598 0.906297 3.768143
C -1.212941 1.632328 3.765086
C -1.732291 2.159262 4.940172
C -1.056407 1.977543 6.136093
C 0.140199 1.271336 6.150588
C 0.652833 0.739959 4.977801
C 2.340282 0.139254 2.373069
C 3.076351 -0.990876 2.034403
C 4.462509 -0.976370 2.119180
C 5.126004 0.164512 2.538921
C 4.399291 1.302836 2.859966
C 3.018680 1.293265 2.768686
C -0.051037 -2.360147 1.215433
O 0.269443 -1.763855 0.027098
C 0.014240 -2.413651 -1.149884
C 0.122560 -1.654072 -2.322605
C -0.009934 -2.292857 -3.548215
C -0.290869 -3.645854 -3.614944
C -0.462327 -4.361062 -2.443378
C -0.321975 -3.764862 -1.195863
P 0.389563 0.164287 -2.198179
C 1.921571 0.326172 -3.194450
C 3.115225 0.379190 -2.475349
C 4.330940 0.513006 -3.129083
C 4.366062 0.587413 -4.512977
C 3.184209 0.520296 -5.238994
C 1.967638 0.394932 -4.585711
C -0.890092 0.787831 -3.357539
C -2.063060 0.090983 -3.645824
C -3.051249 0.663621 -4.435991
C -2.888716 1.945993 -4.937614
C -1.740569 2.664101 -4.627646
C -0.755134 2.093414 -3.838228
H 0.374787 -6.299728 1.045265
H 1.517188 -5.262356 0.180144
H 0.455245 -6.349216 -0.721931
H -2.153521 -5.790154 0.909880
H -2.053387 -5.867104 -0.847457
H -2.707338 -4.423683 -0.066450
H -0.990167 -5.264696 2.643412
H -0.827946 -3.883851 4.663474
H -0.158360 -1.525011 4.488819
H -1.724942 1.801525 2.822265
H -2.658057 2.721077 4.922963
H -1.453006 2.393242 7.053511
H 0.675191 1.136394 7.082281
H 1.587245 0.194297 5.000995
H 2.567848 -1.889801 1.705579
H 5.028251 -1.860190 1.851461
H 6.206511 0.175563 2.595693
H 4.915088 2.205638 3.160539
H 2.461363 2.195609 2.990194
H 0.099534 -1.718881 -4.458799
H -0.391655 -4.137395 -4.573807
H -0.702858 -5.415157 -2.503193
H 3.084547 0.332409 -1.393378
H 5.246200 0.583715 -2.555699
H 5.310933 0.710608 -5.026194
H 3.207734 0.577027 -6.320227
H 1.056244 0.369822 -5.170006
H -2.204776 -0.906837 -3.249363
H -3.950102 0.102763 -4.661415
H -3.650625 2.382594 -5.570803
H -1.613726 3.670520 -5.006080
H 0.133951 2.661606 -3.588219
N 1.527346 2.225166 -0.091396
C 2.674415 2.475282 -0.124802
N 3.918182 2.677837 -0.066261
C 4.804844 3.358597 -0.725725
N 5.665325 3.932525 -1.254082

Cartesian forces, eV/Å:
-0.1796 0.0328 0.0390
0.0244 0.0006 -0.0412
-0.1020 -0.0211 0.1197
-0.2284 -0.1378 -0.1750
0.0603 0.1071 -0.0704
0.1413 -0.0262 0.0549
-0.0848 0.0836 0.0358
0.0273 -0.0270 0.0206
-0.0067 0.0055 -0.0097
-0.0224 0.0101 0.0287
-0.0643 0.0175 0.0062
0.1332 0.1119 -0.0082
0.0127 0.0152 -0.0122
-0.0031 -0.0180 0.0391
0.0160 0.0242 -0.0100
-0.0059 -0.0700 0.0188
-0.0058 -0.0060 -0.0073
-0.0440 -0.0352 -0.1093
-0.0005 -0.0087 -0.0057
0.0044 0.0014 0.0075
0.0150 -0.0125 -0.0003
-0.0082 0.0444 -0.0077
0.0002 0.0616 0.0008
0.0078 -0.0482 -0.0300
0.0148 0.0243 0.0094
0.0147 0.0210 -0.1414
0.0082 0.0401 0.0707
-0.0201 -0.0538 0.0457
0.0063 0.0182 -0.0823
-0.0510 0.0970 -0.1814
0.2084 -0.2470 0.5224
0.0100 0.0163 -0.1106
0.0061 -0.0011 -0.0824
-0.0421 0.0265 0.0207
0.0208 -0.0192 -0.0050
-0.0063 0.0236 0.0392
-0.0144 0.0221 -0.0392
-0.0246 0.0676 -0.0323
-0.0288 -0.0405 0.0334
0.0506 -0.0424 -0.0431
-0.0220 0.0220 -0.0086
0.0461 -0.0023 0.0305
-0.0343 -0.0682 0.0087
-0.0878 -0.0864 0.2055
0.0827 -0.0407 0.0289
-0.0970 -0.0657 -0.2792
-0.0064 0.1459 0.2322
0.0442 -0.0596 0.0949
-0.0130 -0.0275 -0.0824
0.0198 0.0351 -0.0471
0.0174 0.0318 0.1566
0.0594 -0.4171 -0.5021
-0.0057 0.1157 0.1377
-0.0751 -0.0317 0.0170
0.0485 -0.0132 0.0139
-0.0218 0.0045 -0.0063
0.0119 -0.0051 -0.0183
-0.0018 0.0214 0.0137
-0.0832 -0.0278 0.0574
0.0483 -0.0057 0.0216
-0.0338 0.0136 0.0073
-0.0330 -0.0068 -0.0149
-0.0081 0.0165 -0.0026
0.0322 -0.0274 0.0625
-0.0052 -0.0099 -0.0065
0.0069 -0.0154 0.0079
-0.0038 -0.0174 0.0087
-0.0005 -0.0185 -0.0154
0.0075 -0.0074 0.0084
-0.0040 -0.0113 0.0028
-0.0145 0.0034 -0.0221
0.0099 0.0067 -0.0019
-0.0203 0.0205 0.0163
-0.0121 -0.0058 0.0061
0.0085 0.0019 -0.0294
0.0025 -0.0042 0.0005
0.0088 -0.0068 -0.0121
0.0461 -0.0087 -0.0271
0.0403 -0.0057 0.0204
-0.0282 -0.0126 -0.0007
0.0014 0.0032 0.0050
-0.0290 0.0069 -0.0201
-0.0041 0.0172 0.0280
-0.0021 0.0161 -0.0176
0.0118 -0.0006 0.0075
-0.0036 -0.0015 0.0203
0.0482 -0.0019 -0.0063
-0.0174 0.0107 0.0119
0.0024 -0.0048 0.0065
0.0013 0.0077 0.0050
-0.0466 0.0128 0.0205
-0.0168 0.0054 -0.0421
0.0089 -0.0049 -0.0027
-0.0056 0.0184 0.0226
0.0215 -0.0004 0.0099
0.0185 0.0164 -0.0361
0.3776 0.2766 0.0809
-0.3957 0.4182 -0.3945
0.4301 -0.4982 0.7020
-0.1235 0.2723 -0.4241
-0.0459 -0.0572 0.0328

---

# 8
C6H10O | the ωB97M-V functional and the def2-TZVPD basis

The charge is 0. Its SMILES is CCOC1(C)C=C1. The energy is -309.75399 a.u.

Cartesian coordinates (Å):
C -0.122574 1.957781 0.588542
C 1.147451 2.018759 0.295481
C 0.617186 0.653370 0.584108
C 0.939207 -0.068117 1.879433
C -0.874923 -1.535322 -1.975351
C -0.846510 -0.706366 -0.701702
O 0.465651 -0.211317 -0.518997
H -1.054160 2.450703 0.725142
H 1.997628 2.585830 0.006295
H 1.796509 -0.722575 1.732174
H 0.094097 -0.676424 2.199544
H 1.168701 0.651540 2.661192
H -0.584451 -0.919596 -2.821854
H -0.172770 -2.360158 -1.892420
H -1.873874 -1.928338 -2.142442
H -1.144031 -1.324839 0.158735
H -1.553137 0.135067 -0.777880

Cartesian forces, eV/Å:
1.1430 -0.4226 -0.2975
-1.1481 -0.6338 0.2054
-0.0647 0.6628 0.2897
-0.0362 -0.0338 -0.3760
0.1044 0.2568 0.3642
-0.1132 -0.0832 -0.0306
0.1172 -0.0311 -0.0421
-0.4103 0.2747 0.0609
0.4006 0.3085 -0.1074
0.0654 -0.0705 0.0421
-0.0313 -0.0826 0.0735
-0.0154 0.0023 0.0455
0.0035 0.0396 -0.1184
0.0385 -0.1194 -0.0292
-0.0993 -0.0686 -0.0516
-0.0140 0.1003 -0.0680
0.0599 -0.0994 0.0396